1.
74
Properties=species:S:1:pos:R:3:forces:R:3 method="wB97M-V/def2-TZVPD" multiplicity=1 lumo_ev=1.28 e_homo_ev=-5.7071 homo_lumo_gap_ev=7.0 charge=-1
In -0.71713 0.38750 0.10260 -0.33 0.19 0.33
Cl -5.69713 -2.21278 5.01457 0.00 0.00 0.00
C -4.47054 -1.36332 4.10680 0.00 0.00 -0.01
C -3.44728 -0.68893 4.79781 0.00 0.00 0.00
C -2.47330 -0.02327 4.11237 0.01 -0.01 -0.03
C -2.44981 0.01234 2.68596 0.03 -0.10 0.03
O -1.49061 0.61323 2.09324 -0.06 0.12 -0.07
C -3.51865 -0.64640 2.00935 -0.02 0.01 -0.01
C -3.69957 -0.59156 0.60003 0.05 -0.01 0.03
N -2.96698 0.04698 -0.25697 -0.01 -0.03 -0.09
C -3.39617 0.11227 -1.58890 0.02 -0.01 0.00
C -4.71371 0.10418 -1.97883 -0.01 0.02 0.01
C -5.07608 0.18195 -3.33703 0.01 0.00 0.00
C -4.12516 0.30549 -4.30667 0.01 0.00 0.01
C -2.76035 0.37334 -3.94346 -0.01 0.01 -0.03
C -1.72990 0.55851 -4.89446 0.01 0.00 0.02
C -0.43809 0.66221 -4.48057 -0.01 0.01 0.00
C -0.15856 0.57140 -3.10296 0.00 -0.04 0.00
N -1.08765 0.36269 -2.20118 0.04 0.02 0.02
C -2.39156 0.27595 -2.58819 0.00 -0.01 -0.01
C -4.50449 -1.34268 2.74652 0.01 0.00 0.01
H -3.43825 -0.71093 5.88000 0.00 0.00 0.00
H -1.67119 0.48661 4.62906 0.00 0.00 0.00
H -4.56609 -1.14339 0.22874 -0.02 0.02 -0.01
H -5.49355 0.07048 -1.23020 0.00 0.00 0.01
H -6.12515 0.15966 -3.60200 0.00 0.00 0.00
H -4.39521 0.37679 -5.35278 0.00 0.00 0.00
H -1.98976 0.62252 -5.94456 0.00 0.00 0.00
H 0.37959 0.80188 -5.17254 0.00 -0.01 0.01
H 0.85910 0.65129 -2.74013 0.02 0.02 -0.01
H -5.29769 -1.85521 2.21562 0.00 0.00 0.00
O -0.95483 4.33409 0.75893 0.04 0.02 -0.06
C -0.33439 3.29496 0.63673 0.08 -0.01 -0.04
O -0.55199 2.43010 -0.31595 -0.06 -0.03 0.07
C 0.80790 3.01295 1.60459 -0.02 -0.01 0.03
C 1.29096 4.11125 2.27544 0.00 -0.02 0.04
C 2.32264 3.99191 3.20147 -0.01 0.02 0.02
C 2.84089 2.75937 3.53084 -0.04 -0.01 -0.02
C 2.35291 1.64145 2.88858 0.10 0.00 -0.12
C 1.37863 1.71330 1.83716 0.01 0.04 -0.02
O 1.09238 0.67393 1.15285 0.15 -0.19 -0.17
N 2.90427 0.36033 3.34142 -0.33 0.10 0.57
O 3.86022 0.40041 4.10574 0.12 -0.03 -0.20
O 2.34387 -0.67124 3.03464 0.11 -0.05 -0.20
N 2.84506 5.17726 3.86012 -0.03 0.00 0.01
O 2.41562 6.26387 3.51191 0.00 0.00 0.00
O 3.69038 5.03075 4.72885 0.01 0.00 -0.01
H 0.84411 5.07398 2.07534 0.00 0.00 -0.01
H 3.60786 2.65947 4.28127 0.00 0.00 0.00
N 4.70040 -0.35775 1.10236 -0.09 0.31 0.25
N 4.02872 0.29972 0.10241 0.02 -0.01 -0.11
N 4.13456 1.59698 -0.06119 -0.12 0.02 0.03
C 3.24987 1.79406 -1.03130 -0.02 0.11 0.09
N 2.64504 0.66433 -1.40697 0.04 -0.19 -0.15
N 3.17640 -0.29415 -0.67916 -0.05 0.05 -0.07
H 5.69452 -0.22480 0.99869 0.07 -0.24 -0.10
H 4.37356 -1.31136 1.14816 0.08 -0.09 -0.05
H 3.03080 2.76457 -1.44095 0.00 -0.01 -0.01
O -1.33219 -3.78816 0.09981 0.00 -0.01 0.00
C -0.52542 -2.93273 -0.22575 -0.06 0.01 0.14
O -0.58651 -1.68818 0.08033 0.16 0.00 -0.16
C 0.68192 -3.35968 -1.03662 -0.02 -0.02 0.01
C 1.27211 -4.59220 -0.77860 -0.02 -0.01 -0.02
C 2.38698 -5.00940 -1.49192 0.00 0.01 -0.03
C 2.90661 -4.21454 -2.50274 -0.01 -0.02 0.03
C 2.27756 -3.01222 -2.76767 0.11 0.16 0.11
C 1.19027 -2.56058 -2.04559 0.06 0.02 0.05
N 2.80101 -2.16692 -3.85205 -0.21 -0.48 -0.43
O 2.07716 -1.29460 -4.29180 0.07 0.20 0.15
O 3.89075 -2.44730 -4.31554 0.08 0.16 0.15
H 0.83996 -5.21489 -0.00639 0.00 0.01 0.00
H 2.84977 -5.96157 -1.26769 0.00 0.00 0.00
H 3.76874 -4.51033 -3.08136 0.00 0.00 0.00
H 0.76181 -1.59521 -2.25960 -0.01 -0.01 0.01

***

2.
59
Properties=species:S:1:pos:R:3:forces:R:3 method="wB97M-V/def2-TZVPD" multiplicity=6 lumo_ev="-1.37 / -1.37" e_homo_ev="-7.0514 / -8.3981" e_above_lowest_kj_mol=0.00 homo_lumo_gap_ev="5.7 / 7.0" charge=0
Mn 0.36253 -0.17210 -0.36330 0.81 0.52 0.93
Se 0.83907 5.93380 4.70211 -0.08 -0.57 -0.35
N 1.91461 4.56348 4.28649 0.01 0.09 -0.05
C 1.31459 3.84878 3.36988 -0.10 0.60 0.45
C 1.88870 2.66485 2.77864 -0.16 -0.80 -0.68
C 3.14517 2.16309 3.10670 0.06 -0.18 -0.10
C 3.59374 1.01820 2.47513 -0.08 0.08 0.02
C 2.77607 0.39309 1.53553 0.03 0.00 0.06
N 1.57731 0.85491 1.20994 0.34 0.41 0.45
C 1.13528 1.96870 1.80858 0.69 0.03 0.43
C -0.17660 2.43619 1.39364 -0.72 0.49 -0.10
N -0.79606 1.71424 0.44062 0.01 0.15 0.27
C -1.98523 2.11863 0.01821 0.00 -0.02 -0.02
C -2.62271 3.24787 0.52246 0.04 0.12 0.11
C -1.99879 3.99540 1.50315 -0.11 -0.11 -0.15
C -0.74488 3.59835 1.95900 -0.02 -0.85 -0.68
C 0.00627 4.31052 2.96503 0.20 0.45 0.52
N -0.42902 5.38907 3.56162 0.04 0.11 -0.02
H 3.74792 2.67176 3.84606 0.00 0.03 0.02
H 4.56298 0.60094 2.70397 0.03 -0.02 0.00
H 3.08269 -0.51479 1.02691 0.01 0.02 0.03
H -2.44443 1.51268 -0.75514 -0.02 0.03 0.03
H -3.59448 3.52804 0.14389 -0.02 0.00 -0.02
H -2.46200 4.87985 1.91754 0.00 0.03 0.02
C -4.88284 -2.12017 -1.36399 -0.09 -0.04 0.03
C -4.04830 -1.93319 -0.27380 -0.13 -0.07 0.03
C -2.76806 -1.44561 -0.45620 0.24 0.09 0.07
C -2.31278 -1.15033 -1.73435 0.01 0.12 0.07
C -3.14891 -1.33616 -2.83089 0.16 0.06 -0.05
C -4.42888 -1.81952 -2.64019 -0.05 -0.03 0.00
N -0.99579 -0.58031 -1.86712 -1.65 -0.41 0.12
N -0.52244 -0.68743 -3.00183 -0.08 -0.22 -1.23
C 0.73559 -0.12499 -3.20269 0.90 0.37 0.03
C 1.15289 -0.06297 -4.54373 -0.26 -0.07 0.41
C 2.37388 0.49490 -4.82644 0.26 0.13 -0.04
C 3.16033 0.97836 -3.78031 0.13 0.05 -0.30
C 2.73434 0.90029 -2.46745 -0.30 -0.18 0.38
C 1.50756 0.32463 -2.10012 -0.13 -0.12 -0.69
H -5.88453 -2.50155 -1.22208 -0.03 -0.01 0.01
H -4.38675 -2.17556 0.72402 -0.04 -0.02 0.02
H -2.10225 -1.32819 0.39160 0.01 0.02 -0.04
H -2.78748 -1.09746 -3.81995 0.03 0.02 -0.01
H -5.07533 -1.96097 -3.49517 -0.04 -0.01 -0.02
H 0.51168 -0.43604 -5.33092 -0.08 -0.06 0.02
H 2.72113 0.55939 -5.84872 0.04 0.02 -0.01
H 4.12682 1.41229 -4.01120 0.00 0.02 0.03
H 3.38663 1.28965 -1.69272 0.09 0.02 0.03
N 1.03052 -7.23395 2.06341 0.01 -0.10 0.03
C 0.91289 -6.13836 1.73590 0.05 -0.39 0.10
C 0.76989 -4.78104 1.33043 -0.06 0.43 -0.01
C 0.87832 -4.43691 -0.01541 -0.04 0.18 -0.01
C 0.73390 -3.10757 -0.38731 -0.08 0.03 0.43
C 0.48477 -2.07385 0.54823 0.12 -0.46 -0.48
C 0.38751 -2.47528 1.88663 0.01 0.21 -0.01
C 0.52101 -3.79432 2.28531 0.02 -0.12 -0.04
H 1.07118 -5.20898 -0.74922 0.00 0.00 -0.02
H 0.81669 -2.87112 -1.44457 0.02 0.01 -0.02
H 0.19857 -1.72761 2.65706 0.02 -0.07 -0.03
H 0.43555 -4.07564 3.32715 0.00 -0.01 0.02

***

Number 1: E -3293.4499 Eh. Number 2: E -5128.4163 Eh.